(1)
C10H16O | ωB97M-V with the def2-TZVPD basis set

Output
**LUMO**: 0.03035 Eh
**SMILES string**: Cc1ccc(O)cc1.CCC
**E_tot**: -465.8452 hartree
**E_HOMO**: -8.328 eV

Each line ends with the Löwdin charge.
Atoms and positions in Å:
C  2.5177  -0.1279  -3.0449  -0.32
C  3.4565  0.4530  -1.9948  -0.13
C  1.1705  0.6142  -3.1336  -0.12
H  3.0027  -0.1202  -4.0195  0.10
H  2.2533  -1.1418  -2.7495  0.09
H  4.3828  -0.1228  -2.1217  0.07
H  3.1769  0.1996  -0.9733  0.07
H  1.4577  1.6748  -3.1901  0.07
H  0.5594  0.4215  -4.0100  0.06
H  3.7124  1.5038  -2.1125  0.07
H  0.6365  0.6039  -2.1869  0.06
C  0.6527  -1.4472  3.0410  -0.07
C  -1.3782  1.2151  1.2904  -0.02
C  -1.9940  0.4883  0.2846  -0.32
C  -0.4795  0.6292  2.1579  -0.04
C  -0.0805  -0.6950  1.9913  -0.29
C  -1.5501  -0.8170  0.0649  -0.03
C  -0.5361  -1.3471  0.8405  -0.05
O  -3.2175  0.9320  -0.1437  0.04
H  -1.7852  2.1771  1.5302  0.11
H  -0.1305  1.1041  3.0613  0.11
H  -1.8463  -1.4181  -0.7738  0.11
H  -3.5112  0.4108  -0.9055  0.11
H  0.3309  -2.4782  3.1985  0.08
H  0.6630  -1.0498  4.0485  0.07
H  -0.3097  -2.4023  0.7286  0.11
H  1.6980  -1.6641  2.7717  0.08

Forces on the atoms, in the same order (eV/Å):
-1.37 0.24 0.34
0.88 -1.22 -0.23
1.28 1.61 0.28
0.01 -0.17 -0.04
0.48 -0.36 -0.24
0.19 0.34 0.07
-0.45 0.43 0.05
-0.25 0.06 -0.33
-0.13 -0.42 0.15
-0.28 0.09 0.02
-0.37 -0.58 -0.04
1.45 -1.26 0.25
-0.49 0.28 0.18
-0.40 -0.97 1.08
0.53 -0.95 0.12
-0.58 0.10 -0.45
1.01 0.46 -0.70
-0.45 -0.30 1.07
0.30 0.26 -0.91
-0.07 0.46 -0.02
-0.09 0.52 -0.02
-0.69 -0.09 -0.24
0.13 0.13 0.23
-0.75 0.02 -0.32
-0.10 0.67 -0.03
0.24 0.08 -0.25
0.02 0.59 -0.03



(2)
C7H23O11PV | ωB97M-V with the def2-TZVPD basis set

Output
**LUMO**: 0.26639 Eh
**E_tot**: -2393.0674 hartree
**Net charge**: -3
**E_HOMO**: 3.861 eV

Each line ends with the Löwdin charge.
Atoms and positions in Å:
O  15.1689  -11.1212  23.2047  -0.44
V  14.5237  -12.4345  23.8397  0.71
O  12.9481  -12.3434  23.8369  -0.49
P  14.7236  -14.5230  22.9140  0.05
O  14.3338  -14.2973  24.4157  -0.42
O  16.2237  -14.8814  23.0485  -0.43
O  14.5633  -13.1229  22.2580  -0.37
O  13.8822  -15.4610  21.9912  -0.46
C  18.1444  -12.3826  24.1482  -0.06
C  16.9073  -12.1292  25.0333  -0.42
C  16.7158  -10.6214  25.1749  -0.10
O  15.7729  -12.9249  24.7644  -0.35
H  18.2556  -13.4532  23.9764  0.09
H  19.0330  -11.9731  24.6286  0.06
H  18.0882  -11.9223  23.1618  0.06
H  17.2856  -12.4407  26.0069  0.11
H  16.0342  -10.2111  25.9201  0.06
H  16.2723  -10.1374  24.3048  0.07
H  17.6455  -10.0549  25.2300  0.06
C  16.7047  -12.1137  21.2275  -0.21
O  17.2780  -13.1909  21.8856  -0.21
H  16.2494  -11.4838  21.9917  0.02
H  17.5528  -11.5977  20.7774  0.05
H  15.8774  -12.3216  20.5490  0.08
H  18.1276  -12.9810  22.2803  0.01
C  11.6672  -10.2996  22.7913  -0.24
O  12.3138  -9.1543  23.1972  -0.13
H  10.5859  -10.3334  22.9241  0.05
H  11.8965  -10.5680  21.7600  0.07
H  12.2009  -11.1129  23.2829  0.00
H  12.4206  -9.1925  24.1504  0.07
C  11.5342  -13.8635  22.4394  -0.20
O  12.2257  -13.2363  21.3665  -0.15
H  10.7798  -13.0845  22.5500  0.06
H  11.0395  -14.8049  22.2004  0.05
H  12.2416  -14.0453  23.2485  0.05
H  11.5302  -13.1455  20.7110  0.05
C  13.7944  -12.3969  26.4268  -0.17
O  14.4006  -11.3260  25.7596  -0.19
H  12.9892  -12.1570  27.1212  0.06
H  13.3338  -13.0761  25.7093  0.05
H  14.5490  -12.9531  26.9830  0.09
H  15.2570  -11.1464  26.1544  0.01

Forces on the atoms, in the same order (eV/Å):
0.54 4.24 -0.69
-3.93 5.59 -3.58
-4.84 1.39 2.62
2.67 -7.64 -2.25
-3.34 -3.15 -1.33
-1.44 -1.63 -0.36
0.84 -1.65 -2.61
0.53 0.25 1.62
-0.05 0.18 0.09
0.28 -0.26 0.19
0.77 2.13 -0.78
10.79 0.06 6.35
-0.12 -0.15 0.31
0.22 0.05 0.42
-0.16 0.86 0.93
0.04 -0.40 0.79
1.19 0.54 0.49
-0.17 -0.68 -0.37
0.70 -0.31 0.66
0.94 1.44 0.23
0.51 -1.74 -1.84
0.03 0.49 -0.45
0.01 0.84 -1.09
0.47 -0.68 -0.19
-0.60 -0.20 -0.98
0.11 -1.60 -0.92
-0.01 2.94 0.26
-0.50 0.33 0.22
0.00 0.60 -0.36
-0.72 -0.73 0.27
0.34 -0.38 -0.12
-0.18 0.38 -0.41
-0.15 -0.59 -1.28
-0.71 -0.25 1.72
0.03 -0.46 -0.57
-0.72 0.23 -0.09
0.13 0.17 -0.41
-0.38 -1.28 1.17
-2.41 1.22 1.65
-0.20 0.86 0.34
0.18 0.01 0.21
0.07 -0.23 0.05
-0.77 -0.78 0.10



(3)
C6H24NO4 | ωB97M-V with the def2-TZVPD basis set

Output
**LUMO**: -0.09899 Eh
**E_tot**: -598.4927 hartree
**Net charge**: +1
**E_HOMO**: -14.465 eV

Each line ends with the Löwdin charge.
Atoms and positions in Å:
C  -0.4843  -1.5086  -1.3981  -0.05
C  0.2618  -1.8165  -0.1298  -0.28
C  -0.2892  -1.2229  1.1641  -0.34
C  0.4168  -1.8340  2.3437  -0.06
C  -0.1766  0.3548  1.2009  -0.20
C  -1.0708  0.8644  2.3164  -0.10
N  1.6815  -1.1924  -0.4291  0.23
H  -0.6124  -0.4651  -1.6434  0.06
H  -1.5267  -1.8394  -1.1879  0.09
H  -0.1649  -1.9928  -2.3375  0.11
H  0.4562  -2.8890  0.0247  0.15
H  -1.3427  -1.4406  1.1081  0.14
H  0.2638  -2.9124  2.4097  0.09
H  -0.0624  -1.4367  3.2665  0.09
H  1.5071  -1.7700  2.4263  0.09
H  -0.6204  0.8005  0.2890  0.11
H  0.8357  0.7143  1.3479  0.10
H  -2.0715  0.4073  2.1973  0.09
H  -1.1725  1.9445  2.3047  0.08
H  -0.8605  0.4404  3.3103  0.07
H  1.4814  -0.2685  -0.8487  0.11
H  2.1776  -1.7891  -1.0925  0.17
H  2.2684  -1.0910  0.4100  0.15
H  -1.9995  3.0016  -2.0630  0.06
H  -2.2851  1.5049  -2.0998  0.00
O  -1.8510  2.2137  -2.6041  -0.05
H  1.7001  1.5984  -2.7788  0.06
H  0.3535  2.0215  -2.1574  0.02
O  1.2385  1.6922  -1.9368  -0.06
H  -3.5719  -1.0508  -1.5135  0.06
H  -3.8669  0.3629  -1.9496  0.06
O  -3.2586  -0.1457  -1.3953  -0.06
H  3.3846  2.3674  1.8626  0.04
H  3.9417  1.0778  2.5517  0.04
O  3.5926  1.4393  1.7250  -0.07

Forces on the atoms, in the same order (eV/Å):
-2.07 -0.97 -0.22
1.72 0.45 -0.64
1.50 1.60 -1.24
-0.91 -0.75 1.61
-1.22 -0.71 -0.10
-1.10 -1.06 0.59
-0.55 -0.35 0.66
0.32 0.49 0.33
0.68 0.00 -0.45
0.20 -0.15 0.68
-0.17 0.29 -0.27
-0.47 -0.30 0.47
-0.31 -0.12 -0.19
0.76 -0.24 -0.46
-0.10 0.74 -0.27
0.59 -0.36 0.11
0.35 -0.08 -0.15
0.09 0.57 -0.45
0.09 0.03 0.32
0.67 0.77 -0.17
0.46 0.09 0.06
-0.05 0.25 -0.04
-0.23 0.19 -0.26
-0.03 -0.02 -0.23
0.33 0.10 -0.19
0.07 -0.08 0.58
-0.11 0.19 0.04
-0.06 -0.07 -0.13
0.04 -0.46 0.13
0.06 0.05 0.05
-0.13 -0.08 0.15
-0.32 0.15 -0.27
0.12 -0.01 0.22
-0.09 0.46 -0.16
-0.11 -0.59 -0.10



(4)
C34H29AsN5O3PS5Y | ωB97M-V with the def2-TZVPD basis set

Output
**LUMO**: 0.08116 Eh
**E_tot**: -6419.3605 hartree
**Net charge**: -1
**E_HOMO**: -3.686 eV

Each line ends with the Löwdin charge.
Atoms and positions in Å:
Y  1.1903  -2.0417  -1.1857  0.79
C  2.0263  -0.9851  1.8754  -0.18
N  1.9984  -0.3166  0.5755  -0.12
C  3.2227  0.3801  0.1934  -0.11
C  3.7253  -0.0975  -1.1377  -0.34
N  2.9667  -0.5909  -2.0794  0.07
C  3.8168  -0.8703  -3.1440  -0.21
C  3.5324  -1.4202  -4.3889  0.00
C  4.5920  -1.5981  -5.2564  -0.08
C  5.9007  -1.2405  -4.9010  -0.10
C  6.1926  -0.6905  -3.6665  -0.03
C  5.1218  -0.5150  -2.8005  -0.18
N  5.0257  -0.0098  -1.5117  0.18
C  0.8469  -1.8999  1.9612  -0.35
N  -0.0469  -1.9906  1.0140  0.11
C  -1.0055  -2.8819  1.5001  -0.27
C  -2.1762  -3.3382  0.9105  -0.05
C  -2.9528  -4.2187  1.6384  -0.09
C  -2.5697  -4.6413  2.9197  -0.09
C  -1.4013  -4.1948  3.5089  -0.04
C  -0.6340  -3.3047  2.7732  -0.27
N  0.5504  -2.6357  3.0644  0.17
H  1.9893  -0.2782  2.7162  0.12
H  2.9345  -1.5880  1.9377  0.07
H  1.1959  0.3043  0.5088  0.07
H  4.0021  0.2363  0.9456  0.13
H  3.0356  1.4551  0.1107  0.14
H  2.5188  -1.6962  -4.6480  0.10
H  4.4123  -2.0304  -6.2318  0.10
H  6.7028  -1.4035  -5.6094  0.10
H  7.2039  -0.4201  -3.3921  0.10
H  5.7886  0.2393  -0.9087  0.16
H  -2.4527  -3.0195  -0.0860  0.11
H  -3.8666  -4.6077  1.2074  0.10
H  -3.1939  -5.3494  3.4498  0.10
H  -1.0880  -4.5451  4.4834  0.11
H  1.2725  -3.0472  3.6365  0.15
S  1.6096  -5.5971  1.8279  -0.28
As  2.3145  -5.2534  -0.1577  0.05
S  3.3425  -3.2299  -0.1205  -0.13
S  0.9150  -3.8606  -3.0866  -0.14
S  0.2691  -4.5574  -1.2153  -0.18
O  0.7680  1.8465  -2.4439  -0.34
S  -0.2016  0.7823  -2.5355  0.43
O  -0.2354  0.0350  -3.7687  -0.32
O  -0.1440  -0.1339  -1.3487  -0.49
C  -1.8057  1.5580  -2.3196  -0.25
C  -2.7242  1.4369  -3.3500  -0.05
C  -3.9761  2.0246  -3.2391  -0.08
C  -4.3030  2.7287  -2.0938  -0.08
C  -3.3844  2.8407  -1.0592  -0.09
C  -2.1229  2.2547  -1.1425  -0.33
P  -0.9209  2.3794  0.2574  1.12
C  -1.5799  1.1591  1.4478  -0.40
C  -2.7206  0.3894  1.2537  -0.07
C  -3.1242  -0.5222  2.2176  -0.08
C  -2.3921  -0.6810  3.3849  -0.09
C  -1.2449  0.0727  3.5843  -0.09
C  -0.8382  0.9804  2.6173  -0.14
C  -1.5047  3.9460  1.0289  -0.38
C  -1.0658  5.1300  0.4310  -0.11
C  -1.4365  6.3636  0.9385  -0.09
C  -2.2398  6.4364  2.0702  -0.10
C  -2.6709  5.2689  2.6796  -0.09
C  -2.3106  4.0303  2.1601  -0.09
H  -2.4357  0.8790  -4.2307  0.11
H  -4.6900  1.9317  -4.0478  0.10
H  -5.2775  3.1913  -1.9955  0.10
H  -3.6618  3.3919  -0.1691  0.10
H  -3.2918  0.4930  0.3394  0.11
H  -3.9940  -1.1407  2.0431  0.11
H  -2.6978  -1.4162  4.1186  0.11
H  -0.6590  -0.0600  4.4859  0.10
H  0.0655  1.5640  2.7695  0.10
H  -0.4280  5.0760  -0.4448  0.11
H  -1.0928  7.2708  0.4572  0.10
H  -2.5246  7.3998  2.4743  0.10
H  -3.2976  5.3175  3.5616  0.10
H  -2.6648  3.1259  2.6376  0.10

Forces on the atoms, in the same order (eV/Å):
-0.12 -0.05 0.41
0.01 0.01 -0.03
-0.03 -0.03 0.03
-0.01 0.00 -0.01
-0.05 0.05 -0.01
0.04 -0.04 0.00
-0.01 0.02 -0.02
0.00 0.01 0.01
0.00 0.00 0.00
0.01 0.00 0.00
0.00 0.01 0.01
-0.01 0.00 -0.01
0.01 0.01 -0.03
0.12 0.11 0.02
0.03 -0.22 -0.09
0.00 0.00 0.07
0.03 -0.03 -0.02
0.01 -0.01 0.01
-0.01 0.00 -0.01
0.03 -0.01 -0.01
0.00 -0.02 -0.06
-0.11 -0.06 -0.02
0.02 0.00 0.00
0.01 -0.01 -0.01
0.00 0.02 -0.03
0.00 -0.02 0.00
0.01 0.01 0.01
0.00 -0.01 0.00
0.00 0.00 0.00
0.00 0.00 0.00
0.00 0.00 0.00
-0.01 0.02 0.00
0.00 -0.01 0.01
0.00 0.00 0.00
0.00 0.00 0.00
0.00 0.00 0.00
0.01 0.03 0.01
0.00 0.02 -0.04
0.12 -0.03 0.08
-0.04 0.00 -0.08
-0.05 0.01 0.00
-0.01 -0.05 -0.14
0.06 0.06 0.00
-0.08 0.00 0.20
-0.05 0.07 -0.04
0.01 0.10 -0.27
0.07 -0.08 0.15
0.06 0.02 -0.01
0.02 -0.02 -0.05
-0.04 0.03 0.03
0.02 -0.01 0.01
0.02 -0.05 -0.12
0.09 0.02 0.01
0.07 -0.03 0.02
-0.05 0.03 -0.03
-0.01 0.01 0.06
-0.08 0.01 0.01
0.01 0.09 0.02
-0.08 0.00 -0.01
0.01 0.04 -0.07
0.01 -0.04 0.00
-0.02 0.03 0.02
0.01 0.01 -0.02
-0.01 -0.03 0.01
-0.01 0.04 0.00
-0.01 -0.01 0.00
0.00 -0.01 0.00
0.00 0.00 0.00
0.02 -0.01 0.01
0.01 -0.01 0.01
-0.04 0.01 0.01
0.00 0.01 -0.01
0.01 0.00 -0.02
0.00 0.01 0.00
0.00 0.00 0.00
0.00 0.00 0.00
0.00 0.00 0.00
0.00 0.00 0.00
0.00 -0.02 0.02



The evaluated ΔE to the lowest compared entry with this formula, charge and spin for the records listed, in turn: 138.01 635.76 75.34 67.86 kJ/mol.
The evaluated HOMO-LUMO gap for the records listed, in turn: 9.15 3.39 11.77 5.89 eV.